# 1
Here is 2 unconnected molecules or ions with the total composition C3H9N from the OMol25 dataset. Energies are from ωB97M-V/def2-TZVPD.

Each line ends with the Mulliken charge.
Cartesian coordinates (Å):
C  -0.3229  0.2589  1.6727  -0.2686
N  -1.1487  -0.2098  0.8459  -0.3985
C  -1.1436  -1.6627  0.6908  -0.7342
H  -0.1790  1.3286  1.7802  0.2937
H  0.3979  -0.3581  2.2388  0.2433
H  -2.1037  -1.9914  0.3087  0.2689
H  -0.9655  -2.1716  1.6392  0.3278
H  -0.3722  -1.9308  -0.0315  0.2613
C  1.1769  1.3266  -1.8233  -0.7363
H  0.4213  1.9680  -2.2737  0.2423
H  1.5625  0.6744  -2.6077  0.2528
H  0.7444  0.7570  -1.0012  0.0023
H  1.9326  2.0108  -1.4389  0.2452

Calculated values
HOMO-LUMO gap ... 10.94 eV
SMILES ... C=NC.C
LUMO ... 1.1302 eV
DFT total energy ... -174.41077 Ha



# 2
Here is 2 unconnected molecules or ions with the total composition C3H9N in a non-equilibrium geometry from the OMol25 dataset. Energies are from ωB97M-V/def2-TZVPD.

Each line ends with the Mulliken charge.
Cartesian coordinates (Å):
C  4.3021  0.9687  -0.8644  -0.9366
C  3.8703  0.4485  0.2997  0.1595
N  3.2347  1.2116  1.2599  -0.4272
H  3.6262  1.6903  -1.3000  0.2555
H  4.8551  0.3400  -1.5491  0.2631
H  4.0909  -0.5298  0.7269  0.3032
H  3.1469  2.1641  0.9519  0.1839
H  3.0960  0.9695  2.2175  0.1986
C  -6.0601  -1.4657  -0.3171  -0.9046
H  -5.5604  -0.7542  -0.9805  0.2322
H  -7.0770  -1.1305  -0.2050  0.2262
H  -6.0300  -2.4178  -0.8454  0.2251
H  -5.4948  -1.4949  0.6056  0.2212

Calculated values
HOMO-LUMO gap ... 9.24 eV
SMILES ... C=CN.C
LUMO ... 1.2099 eV
DFT total energy ... -174.40477 Ha



# 3
Here is a molecular structure, C3H9N in a non-equilibrium geometry from the OMol25 dataset. Energies are from ωB97M-V/def2-TZVPD.

Each line ends with the Mulliken charge.
Cartesian coordinates (Å):
C  -0.4955  -0.4428  -1.8858  -1.0678
N  -0.3815  -2.2349  0.4515  -0.2397
C  0.9237  -1.9555  0.4111  -0.3500
C  -0.6914  -1.3266  1.3957  -0.2793
H  -0.2703  0.2643  -2.6691  0.3196
H  0.1455  -0.0793  -1.0812  0.2549
H  -1.5333  -0.5558  -1.6020  0.2205
H  1.6251  -2.8013  0.3487  0.2649
H  -0.0113  -1.4136  -2.0308  0.3001
H  1.3871  -1.0843  0.8728  0.3817
H  0.1825  6.7829  1.7558  0.0001
H  0.7435  6.5335  2.1467  -0.0001
H  -1.6239  -1.6865  1.8865  0.1952

Calculated values
HOMO-LUMO gap ... 8.00 eV
LUMO ... -0.6507 eV
DFT total energy ... -174.22422 Ha



# 4
Here is 2 unconnected molecules or ions with the total composition C3H9N from the OMol25 dataset. Energies are from ωB97M-V/def2-TZVPD.

Each line ends with the Mulliken charge.
Cartesian coordinates (Å):
C  -0.7380  -2.2416  -1.8001  -0.2426
N  -0.7117  -3.4978  -1.6933  -0.4725
H  -1.6014  -1.7383  -1.3632  0.2521
H  0.0015  -1.6242  -2.3112  0.2207
H  0.1092  -3.8870  -2.1654  0.2410
C  -0.3778  1.7974  1.1788  -0.7568
C  1.0863  1.4305  1.1484  -0.8077
H  -1.0577  0.9684  0.9804  0.2442
H  -0.6472  2.2164  2.1510  0.2657
H  -0.5861  2.5658  0.4347  0.2612
H  1.3998  0.8644  2.0286  0.2735
H  1.7339  2.3094  1.1283  0.2727
H  1.3892  0.8366  0.2831  0.2485

Calculated values
HOMO-LUMO gap ... 11.24 eV
SMILES ... C=N.CC
LUMO ... 0.9754 eV
DFT total energy ... -174.41417 Ha



# 5
Here is C3H9N in the gas phase in a non-equilibrium geometry from the OMol25 dataset. Energies are from ωB97M-V/def2-TZVPD.

Each line ends with the Mulliken charge.
Cartesian coordinates (Å):
C  -0.5684  1.2658  -0.0253  -0.8509
N  0.0484  -0.0372  -0.4205  -0.0754
C  1.4490  -0.1485  -0.0323  -0.7758
C  -0.8390  -1.1342  0.0094  -0.9530
H  -0.1340  2.1690  -0.5307  0.2952
H  -0.7086  1.5457  1.0773  0.2755
H  -1.6451  1.1890  -0.5167  0.2664
H  2.1648  0.4963  -0.5465  0.2850
H  1.7261  -1.2249  -0.2438  0.2773
H  1.7453  0.1962  1.0294  0.2522
H  -1.8524  -1.0111  -0.4325  0.3218
H  -0.4379  -2.0814  -0.4086  0.3102
H  -0.9484  -1.2246  1.0405  0.3716

Calculated values
HOMO-LUMO gap ... 9.66 eV
SMILES ... CN(C)C
LUMO ... 1.1367 eV
DFT total energy ... -174.40494 Ha



# 6
Here is 2 unconnected molecules or ions with the total composition C3H9N2 in a non-equilibrium geometry from the OMol25 dataset. Energies are from ωB97M-V/def2-TZVPD.

Each line ends with the Mulliken charge.
Cartesian coordinates (Å):
C  0.6229  1.1001  0.1483  0.1451
C  0.3142  -1.7931  -0.3954  -1.2251
C  -0.7259  -0.8981  0.1377  -0.2906
N  0.7622  2.3725  0.4813  -0.3089
N  -0.5037  0.4354  0.3348  -0.1467
H  1.4807  0.5777  -0.2555  0.3394
H  1.1374  -1.8817  0.3211  0.3927
H  -0.0959  -2.7849  -0.5468  0.3044
H  0.7320  -1.4389  -1.3379  0.3833
H  -1.5724  -1.2961  0.6700  0.6088
H  -2.4944  -1.1123  -1.4782  0.0510
H  1.6329  2.8517  0.3295  0.2489
H  -0.0009  2.9021  0.8792  0.2182
H  -1.2890  0.9656  0.7119  0.2794

Calculated values
HOMO-LUMO gap (alpha / beta) ... 8.02 / 9.39 eV
LUMO (alpha / beta) ... -4.2431 / -4.7491 eV
Net charge ... +1
DFT total energy ... -228.83594 Ha



# 7
Here is a gas-phase ion, C3H9N2 (charge +1) in a non-equilibrium geometry from the OMol25 dataset. Energies are from ωB97M-V/def2-TZVPD.

Each line ends with the Mulliken charge.
Cartesian coordinates (Å):
C  0.6425  -1.2892  0.0552  -0.8721
N  -0.0914  -0.0185  0.0191  0.3489
C  0.7479  1.1294  0.3518  -0.9419
C  -1.5409  -0.0239  -0.6537  -0.0453
N  -1.3666  -0.2031  0.7460  -0.4869
H  1.3844  -1.6583  -0.5894  0.4105
H  0.8907  -1.5916  1.0776  0.3671
H  -0.1895  -2.1141  -0.1908  0.2910
H  1.4592  0.7695  1.0072  0.3325
H  1.2432  1.4343  -0.5714  0.3528
H  0.2509  1.9562  0.6634  0.4703
H  -1.6779  -0.8917  -1.1111  0.2415
H  -2.0553  0.8677  -1.2203  0.2536
H  -1.5469  0.4969  1.4430  0.2781

Calculated values
HOMO-LUMO gap ... 12.63 eV
SMILES ... C[N+]1(C)CN1
LUMO ... -3.1437 eV
Net charge ... +1
DFT total energy ... -228.82557 Ha



# 8
Here is 2 unconnected molecules or ions with the total composition C3H9N2 in a non-equilibrium geometry from the OMol25 dataset. Energies are from ωB97M-V/def2-TZVPD.

Each line ends with the Mulliken charge.
Cartesian coordinates (Å):
C  -0.4860  1.0085  -2.4622  -0.1603
N  -0.9757  0.3535  -1.4769  -0.2193
H  -0.6189  2.0860  -2.5456  0.2778
H  0.3485  0.5538  -2.9829  0.2901
H  -0.5693  -0.1877  -0.5299  0.4222
H  -1.9199  0.6454  -1.2140  0.2971
C  1.6005  -0.0035  1.4368  -0.6269
C  0.3771  -0.4192  1.7714  -0.0894
N  -0.5458  -0.9404  0.7615  -0.6321
H  1.8652  0.6766  0.6367  0.2360
H  2.4388  -0.2790  2.0691  0.2416
H  0.0819  -0.5555  2.8063  0.3350
H  -0.1438  -1.8443  0.5350  0.3312
H  -1.4526  -1.0940  1.1946  0.2969

Calculated values
HOMO-LUMO gap ... 7.87 eV
LUMO ... -5.3095 eV
Net charge ... +1
DFT total energy ... -228.85265 Ha



# 9
Here is a gas-phase ion, C3H9N2 (charge +1) in a non-equilibrium geometry from the OMol25 dataset. Energies are from ωB97M-V/def2-TZVPD.

Each line ends with the Mulliken charge.
Cartesian coordinates (Å):
H  0.6040  -1.0426  2.4039  0.2377
N  1.1784  -0.6930  1.6451  -0.5843
C  0.6427  -0.3604  0.5740  0.8915
C  1.4825  0.1495  -0.5527  -1.4735
C  -0.8663  -0.4732  0.2740  -0.7144
N  -1.3527  0.6698  -0.5515  -0.2936
H  1.4255  1.2349  -0.6287  0.3813
H  2.5186  -0.0979  -0.3405  0.3372
H  1.2053  -0.3043  -1.5027  0.4187
H  -1.0320  -1.4032  -0.2768  0.3154
H  -1.4365  -0.5171  1.2039  0.4182
H  -2.3293  0.5378  -0.8455  0.3606
H  -0.7528  0.7538  -1.3859  0.3423
H  -1.2874  1.5457  -0.0168  0.3628

Calculated values
HOMO-LUMO gap ... 10.11 eV
SMILES ... [H]/N=C(/C)C[NH3+]
LUMO ... -4.0783 eV
Net charge ... +1
DFT total energy ... -228.94166 Ha



# 10
Here is 2 unconnected molecules or ions with the total composition C3H9N2O in a non-equilibrium geometry from the OMol25 dataset. Energies are from ωB97M-V/def2-TZVPD.

Each line ends with the Mulliken charge.
Cartesian coordinates (Å):
N  2.0275  -0.2935  1.8007  -0.6951
C  1.5486  -1.2157  0.6941  -0.3870
O  0.6798  -0.5968  -0.1142  -0.7462
H  2.1756  -0.8225  2.6574  0.2180
H  1.2009  0.2640  1.9928  0.2404
H  2.4667  -1.5080  0.1479  0.1383
H  1.0982  -2.1110  1.2033  0.1995
C  -2.1183  0.1252  -0.7970  -0.5469
C  -0.5536  1.6681  -1.4445  -0.1879
N  -1.7941  1.3810  -1.4930  -0.5309
H  -2.5531  0.4384  0.1615  0.1937
H  -1.2129  -0.4613  -0.5459  0.2787
H  -2.9086  -0.4073  -1.3366  0.2502
H  -0.2296  2.6796  -1.7024  0.2796
H  0.1730  0.8597  -1.2240  0.2957

Calculated values
HOMO-LUMO gap ... 7.47 eV
LUMO ... 4.4796 eV
Net charge ... -1
DFT total energy ... -304.40892 Ha